Formula: C4H5O5Yb
Source: OMol25
Level of theory: ωB97M-V/def2-TZVPD

- E_HOMO (alpha / beta) (eV) = -21.734 / -21.728
- <S²> = 2.011

```
! RIJCOSX wB97M-V def2-TZVPD def2/J DEFGRID3
* xyz 3 3
Yb -0.2855 -2.6125 -1.4374
O -2.6190 -1.6670 1.5943
O -1.3790 1.0843 -3.6065
O -0.5619 -2.1881 1.0472
O -1.0464 -1.1544 3.0311
O -0.6739 -0.8098 -2.6754
C 0.4757 -0.3255 4.6100
C -1.3939 -1.7658 1.8290
C 0.1811 -0.9349 3.3434
C -1.1005 0.3913 -2.6438
H 0.9412 -1.5017 2.7880
H -1.2257 0.8485 -1.6050
H 0.9033 -1.1149 5.2572
H 1.3382 0.3466 4.4333
H -0.3758 0.1864 5.0628
*
```

---

Formula: C19H58N8O9
Source: OMol25
Level of theory: ωB97M-V/def2-TZVPD

- E_HOMO (eV) = -8.905
- ΔE to the lowest compared entry with this formula, charge and spin (eV) = 0.663
- structure (SMILES) = COC[C@H](C)N.COC[C@H](C)N.NC(N)=O.NC(N)=O.NC(N)=O.CCO.CCO.CCO.CCO

```
! RIJCOSX wB97M-V def2-TZVPD def2/J DEFGRID3
* xyz 0 1
O -2.6903 -0.1280 -1.2649
O -0.8295 -1.5936 0.2022
O 5.2037 -2.9452 -1.2141
O 2.5128 -3.2128 -2.1033
O 4.5994 0.4139 -1.3062
O -3.7417 4.0639 -2.7255
O 0.5193 -1.8465 5.7703
O 2.7544 3.8247 1.1370
O -4.1351 0.8217 3.2630
N -6.3518 2.8443 5.4143
N -2.5808 -2.1452 -2.3034
N 1.1296 -3.0112 3.9202
N -2.6004 2.8665 -0.4176
N 0.4341 -4.0964 -2.2838
N 2.3508 -1.1688 4.5677
N 1.7293 -3.7324 -4.1727
N -3.9356 -0.4789 -3.1229
C 5.5688 -4.0452 -2.0234
C 1.5873 -3.6085 -2.8237
C 2.5733 1.8722 2.5476
C -5.5381 1.7255 4.9969
C 1.5538 -1.7023 0.4610
C -1.7963 3.5315 -1.4758
C 0.3839 -1.0032 -0.2306
C -3.5577 0.9441 1.9805
C 5.9504 0.2750 -1.7666
C 6.0580 0.0982 -3.2760
C 6.9739 -4.5497 -1.6591
C -4.3621 4.2834 -3.9782
C -4.8779 1.9651 3.6440
C 1.2587 -1.9722 4.8058
C -2.4960 3.4160 -2.8282
C -3.1121 -0.9020 -2.1350
C 1.8932 2.7311 1.4870
C -0.4547 2.7844 -1.4892
C -6.4472 0.5072 4.9699
H 0.0683 2.7850 -0.5353
H -6.8613 2.6918 6.2708
H 0.5348 -0.9253 -1.3127
H -4.3951 3.3140 -4.4971
H -6.0626 -0.4574 4.6429
H -2.0258 -2.6194 -1.6106
H 2.5147 -1.3393 0.0947
H 6.3695 -0.5117 -1.1306
H 2.8518 -1.3455 3.7201
H 0.3968 -3.6338 4.2183
H 1.0368 -4.2672 -4.6622
H 4.3636 -0.5117 -1.1726
H -7.2882 0.7221 4.2948
H 2.4478 4.6578 1.5032
H 1.4972 -2.7421 0.1429
H 2.4968 2.2899 3.5505
H 0.2062 3.0952 -2.3032
H -2.8047 -2.7070 -3.1046
H 1.6211 -3.0833 3.0566
H -0.2185 -4.6334 -2.8230
H 5.5828 0.8987 -3.8362
H -5.6944 2.1302 2.9283
H -4.3592 0.4227 -2.9855
H 7.6558 -3.7148 -1.5423
H -1.8629 3.9125 -3.5765
H 5.5243 -3.8128 -3.0936
H -3.7986 4.9812 -4.5983
H -4.2338 2.8477 3.6028
H 1.5229 -1.5603 1.5374
H -0.6017 1.7178 -1.6960
H -5.4036 4.5512 -3.8244
H -3.2122 1.9570 1.7600
H -2.6322 2.3580 -3.0818
H -1.5016 -0.9734 -0.1563
H -4.7111 1.4680 5.6764
H -4.2600 0.6357 1.1976
H 6.6184 1.1003 -1.4932
H -2.3845 1.8761 -0.5180
H -3.5497 2.9053 -0.7917
H 7.1968 -5.2918 -2.4263
H -1.6368 4.5637 -1.1553
H 2.1479 0.8790 2.3725
H 2.6843 -3.6976 -4.4823
H 1.9417 2.1622 0.5517
H -2.6813 0.2945 2.0340
H 3.6329 1.7788 2.3094
H 2.3471 -0.2649 5.0044
H 6.8447 -5.1372 -0.7495
H 4.2502 -2.7979 -1.2404
H 0.8830 3.0684 1.7215
H 5.8440 -0.9359 -3.5496
H -7.0067 0.3133 5.8910
H 7.1168 0.2025 -3.5479
H 0.3797 -4.1750 -1.2847
H 4.8449 -4.8378 -1.8087
H -4.4558 -1.1578 -3.6511
H -5.7822 3.6758 5.5245
H 0.4738 0.0512 0.0680
*
```

---

Formula: CH12O4
Source: OMol25
Level of theory: ωB97M-V/def2-TZVPD

- E_HOMO (alpha / beta) (eV) = 1.026 / -7.575
- ΔE to the lowest compared entry with this formula, charge and spin (eV) = 0.340
- <S²> = 0.750

```
! RIJCOSX wB97M-V def2-TZVPD def2/J DEFGRID3
* xyz -1 2
O 0.7177 -0.5271 -1.8641
O -0.8225 -0.6262 2.0283
O -1.0327 -2.8598 0.0936
O -2.0849 0.7529 -0.7555
C 1.6765 1.9930 0.2009
H 0.8409 1.6203 0.7878
H 1.2484 -0.0864 -1.1867
H -2.8086 0.4130 -1.3115
H 1.5032 1.7830 -0.8550
H -0.7048 -2.2256 0.7559
H -1.4493 -0.1891 1.4315
H -0.3696 -0.0003 2.6078
H -0.8174 -3.6920 0.5442
H 1.8196 3.0729 0.2531
H 1.0119 -1.4217 -2.0511
H 2.5839 1.5348 0.5912
H -1.3125 0.4581 -1.2704
*
```

---

Formula: C5H4I2
Source: OMol25
Level of theory: ωB97M-V/def2-TZVPD

- E_HOMO (alpha / beta) (eV) = -8.776 / -8.591
- ΔE to the lowest compared entry with this formula, charge and spin (eV) = 3.455

```
! RIJCOSX wB97M-V def2-TZVPD def2/J DEFGRID3
* xyz 0 1
I -0.3936 3.5457 0.0687
I 4.9948 -0.1609 0.0604
C 0.8948 0.7691 0.2514
C -0.1130 0.7048 -1.1596
C -1.0189 -0.8012 0.7885
C -0.3001 0.1032 0.1260
C 0.6287 1.8535 -0.7267
H 1.4310 2.1416 -1.3078
H -2.0896 -1.0289 0.4742
H 0.0111 0.0490 -2.0684
H -0.6407 -1.1313 1.6942
*
```

---

Formula: C16H60N12O14
Source: OMol25
Level of theory: ωB97M-V/def2-TZVPD

- E_HOMO (eV) = -7.890
- ΔE to the lowest compared entry with this formula, charge and spin (eV) = 1.480

```
! RIJCOSX wB97M-V def2-TZVPD def2/J DEFGRID3
* xyz 0 1
O 20.9836 9.7770 -9.7558
O 23.2866 12.2936 -10.7754
O 20.1088 12.7458 -8.5997
O 18.9129 14.3914 -6.1533
O 25.1964 14.4229 -8.5919
O 24.3689 12.6068 -3.7718
O 20.8979 16.9411 -7.6731
O 23.7128 16.3148 -1.9254
O 21.8772 9.1968 -5.0669
O 19.8296 16.5857 -5.0354
O 20.8979 13.1717 -0.7399
O 22.1451 13.2048 -4.9913
O 24.2727 9.5094 -7.4334
O 23.1278 18.1992 -4.1690
N 20.7372 10.2659 -7.4845
N 20.0338 13.9963 -10.5689
N 25.8422 13.7433 -10.7861
N 23.3027 7.4726 -6.7098
N 25.8070 16.3884 -1.0348
N 27.3722 14.5499 -9.5458
N 21.0824 8.1671 -8.0199
N 25.4412 7.7196 -6.3842
N 20.3727 11.9406 -10.8424
N 19.5575 12.4345 -4.9847
N 17.6476 12.4648 -5.7486
N 25.4899 14.8014 -2.4575
C 26.1253 14.2718 -9.6230
C 22.5380 12.8187 -6.3020
C 21.6274 13.5418 -1.8783
C 20.2043 12.8593 -9.9537
C 22.7173 9.7039 -4.0427
C 20.9773 9.3930 -8.4216
C 24.9442 15.8529 -1.8574
C 24.0791 16.2473 -5.1956
C 24.3615 8.2426 -6.8807
C 22.3022 15.3779 -8.7440
C 25.3756 12.3910 -4.7229
C 18.7607 13.1187 -5.7156
C 23.2549 17.5788 -5.3945
C 23.7934 11.7854 -9.6073
C 21.1538 15.5834 -7.7605
C 20.4507 16.0644 -3.9186
H 16.8811 12.8970 -6.3022
H 21.8075 13.0702 -6.9997
H 24.9932 14.2497 -3.1419
H 26.3040 8.2637 -6.2294
H 22.3451 12.3282 -10.7581
H 22.2448 10.5623 -3.5577
H 24.8632 13.4035 -10.8721
H 26.3390 13.8924 -11.7098
H 25.2492 11.3470 -5.1395
H 21.9214 14.5962 -1.7689
H 22.4582 7.7308 -7.3121
H 25.3613 13.0578 -5.5818
H 19.7706 14.1987 -11.5167
H 19.7917 15.9500 -3.1119
H 22.4666 14.3454 -9.0553
H 22.4684 8.5869 -5.5630
H 23.2317 6.5547 -6.1889
H 20.0294 13.6137 -0.6739
H 26.3843 12.4447 -4.2902
H 22.4051 18.7916 -4.3365
H 20.1096 12.1472 -11.7844
H 24.3497 11.8878 -3.1478
H 26.7908 16.3961 -1.2749
H 25.4768 17.3192 -0.7665
H 20.8210 15.0599 -3.9671
H 21.1760 7.4696 -8.7744
H 23.6334 12.4791 -8.7790
H 19.8363 14.7501 -9.9645
H 27.7158 14.8868 -8.6343
H 22.1230 15.9154 -9.7203
H 21.3271 15.0382 -6.8151
H 25.0313 16.3615 -4.6907
H 22.6380 11.6801 -6.5124
H 23.3946 10.8369 -9.4243
H 22.9403 12.8704 -4.4993
H 23.6414 9.9628 -4.5875
H 22.8651 8.9286 -3.3465
H 19.2973 11.5841 -4.5156
H 26.4990 14.4725 -2.4742
H 28.0537 14.2308 -10.2063
H 20.5543 11.2262 -7.7869
H 22.4988 12.9446 -2.1411
H 20.3877 17.1307 -6.9116
H 23.2316 15.7794 -8.3682
H 20.5833 10.9913 -10.4927
H 22.2167 17.3329 -5.6698
H 23.6653 18.2026 -6.1699
H 24.8503 11.5367 -9.6232
H 20.4700 12.8126 -4.8494
H 17.2957 11.7522 -5.0021
H 20.1753 15.2937 -8.1499
H 23.4829 15.5101 -4.5924
H 20.6527 7.9392 -7.1990
H 19.3611 15.9279 -5.5216
H 24.3060 15.6954 -6.1220
H 21.2956 16.6688 -3.6191
H 25.4298 6.7656 -5.9927
H 23.4166 13.4415 -6.6250
H 20.9140 10.1214 -6.4812
H 20.9294 13.4590 -2.6738
*
```

---

Formula: C53H41Cl4CrN8O2S2
Source: OMol25
Level of theory: ωB97M-V/def2-TZVPD

- E_HOMO (alpha / beta) (eV) = -6.706 / -6.954
- ΔE to the lowest compared entry with this formula, charge and spin (eV) = 7.812
- <S²> = 4.131

```
! RIJCOSX wB97M-V def2-TZVPD def2/J DEFGRID3
* xyz 0 4
Cr 0.5166 0.1245 0.5875
Cl 2.7308 -8.5616 -2.0853
Cl 1.0719 0.8011 9.6917
Cl -6.4693 -2.4066 -2.7783
Cl 8.4184 4.1179 -2.0368
S -2.8437 1.6903 0.2734
S -0.4396 -1.0745 -3.1065
O -0.4265 1.5766 -1.7985
O 0.7001 2.6273 -0.1626
N -0.4049 -1.5130 0.2640
N 2.0337 -0.6296 -0.4382
N 1.8526 1.0180 1.6659
N -2.8106 5.5041 0.8907
N -0.8398 0.6840 1.8435
N -1.1129 -3.1956 -4.4622
N -3.1073 4.8947 -1.1200
N -2.4460 -2.6539 -2.5894
C -4.5228 -0.5544 -2.6255
C 1.6634 -4.2707 -1.2194
C -1.4059 -2.3980 -3.4022
C -3.9241 6.1759 0.4523
C 0.6992 1.1867 5.2185
C -2.9441 4.2311 -2.3829
C 1.1399 -4.9163 -2.3321
C -4.1096 5.7880 -0.8306
C 3.7049 2.2005 2.2823
C -3.7048 0.3385 -1.9521
C 7.0353 3.2840 -1.4181
C -3.1427 -3.9096 -2.4128
C -3.9119 0.5760 -0.6019
C 4.8145 1.9152 -0.4697
C 1.1733 0.0105 5.7973
C 0.4558 2.1302 7.4221
C 3.9597 -0.6593 -1.6740
C 0.5919 1.1950 3.7410
C 6.0982 1.4477 -0.2095
C -1.9187 1.1657 3.8214
C -2.2529 0.5129 1.6555
C 2.3413 -6.9048 -1.7655
C 0.9316 0.9527 7.9745
C 7.2088 2.1213 -0.6850
C -2.0361 -3.1282 0.5281
C -2.8908 0.9027 2.9428
C -2.6021 -0.8474 1.2194
C 0.0423 -2.7073 -0.2039
C 3.6021 1.1905 -0.0188
C 5.7657 3.7738 -1.6787
C -4.9449 -0.0674 0.0732
C 3.0470 1.5127 1.2172
C 2.1699 -1.8464 -1.0363
C 3.1540 0.0835 -0.7512
C 0.5515 3.8994 -0.8167
C -2.2942 4.6994 -0.0616
C -0.6494 0.9978 3.1412
C -2.0852 -3.9261 -5.2512
C 2.9340 2.0396 3.3945
C 2.8970 -6.2712 -0.6651
C -0.9449 -3.7289 0.0000
C -1.7243 -1.7347 0.7123
C 0.1422 1.5771 -0.7425
C 2.5594 -4.9559 -0.4023
C 1.7569 1.3432 2.9814
C 1.2709 -2.8954 -0.8418
C 0.3333 2.2397 6.0468
C -5.5187 -1.2284 -1.9371
C -5.7486 -0.9769 -0.5930
C 3.3711 -1.8787 -1.8146
C 4.6628 3.0880 -1.2030
C 1.4794 -6.2274 -2.6125
C 1.2872 -0.1174 7.1681
H -3.8914 -4.0715 -3.1906
H 1.6369 -1.0393 7.6075
H -4.8518 6.0762 -1.5493
H -3.8723 3.7337 -2.6752
H -2.9690 -3.5700 0.8204
H -5.1319 0.1558 1.1123
H -4.4680 6.8592 1.0696
H -6.5443 -1.4768 -0.0637
H 1.4324 -0.8222 5.1594
H 5.6489 4.6753 -2.2609
H -0.8130 -4.7656 -0.2424
H 1.3601 4.5319 -0.4570
H -0.3169 -2.8368 -4.9722
H 3.1229 2.3845 4.3928
H -0.0510 3.1521 5.6179
H 6.2326 0.5414 0.3613
H 1.0865 -6.7200 -3.4881
H 2.9843 -4.4473 0.4499
H -4.3769 -0.7460 -3.6753
H -3.9556 0.9242 3.0699
H 0.1732 2.9515 8.0629
H -2.4933 -2.0131 -1.8092
H 0.4714 -4.3838 -2.9903
H 4.8732 -0.3084 -2.1133
H 3.5909 -6.8041 -0.0319
H 0.5974 3.7593 -1.8994
H 4.6461 2.7086 2.1926
H -2.4441 -4.7491 -2.4018
H -2.9979 -3.3435 -5.3841
H 3.6703 3.4543 -1.4201
H -2.0219 1.4794 4.8425
H -1.6616 -4.1385 -6.2299
H 8.2008 1.7405 -0.4978
H -2.6544 4.9425 -3.1604
H -2.3370 -4.8722 -4.7739
H -2.4324 5.5768 1.8183
H 3.7158 -2.7199 -2.3882
H -0.4427 4.3065 -0.5235
H -3.6511 -3.8783 -1.4536
H -2.1576 3.4857 -2.2782
H -2.8960 0.8370 -2.4600
*
```